[1]
This record from the Open Molecules 2025 dataset describes 5 unconnected molecules or ions with the total composition C32H59IO19P4 in a non-equilibrium geometry. The level of theory is the ωB97M-V functional and the def2-TZVPD basis.

Geometry as XYZ:
```
115
Properties=species:S:1:pos:R:3:lowdin_charge:R:1
C -2.5993 -1.3807 2.0643 -0.093
C -2.5621 -2.4778 0.9868 -0.230
C -1.1864 -3.2087 0.9107 -0.124
C -0.1454 -2.1714 0.6024 -0.159
C 0.6007 -1.6120 1.5463 0.060
C 1.5709 -0.5546 1.1021 -0.397
O 2.6838 -0.4299 1.5727 0.057
C 1.0270 0.3438 0.0113 -0.537
I 1.4300 2.3925 0.1182 1.110
C 0.2910 -0.2061 -0.9499 -0.153
C -0.3814 0.4423 -2.1345 -0.155
O 0.4594 1.2677 -2.9394 -0.067
C -0.2785 2.0296 -3.8430 -0.198
C -1.4027 1.5117 -4.4493 0.011
C -2.1637 2.2067 -5.3396 -0.277
C -3.3805 1.5825 -5.9665 -0.040
C -1.7851 3.4922 -5.6523 -0.046
C -0.6714 4.0034 -5.0628 -0.033
C 0.1054 3.3198 -4.1585 -0.136
C 1.2869 4.0914 -3.5968 -0.333
C 0.8201 4.9000 -2.3620 -0.098
C 2.5749 3.2535 -3.3665 -0.068
C 0.0560 -1.6992 -0.8128 -0.269
O 0.0428 -2.4607 -1.7598 0.123
H -2.0607 -0.5091 1.6915 0.069
H -2.1717 -1.7357 3.0032 0.079
H -3.6246 -1.0664 2.2600 0.075
H -2.8318 -2.0186 0.0327 0.089
H -3.3091 -3.2339 1.2423 0.108
H -1.0167 -3.6606 1.8856 0.120
H -1.2571 -3.9243 0.0910 0.115
H 0.5188 -1.8814 2.5913 0.130
H -1.2974 0.9457 -1.8026 0.155
H -0.7068 -0.3895 -2.7658 0.105
H -1.7366 0.5136 -4.2019 0.112
H -3.3571 1.7980 -7.0389 0.079
H -3.3754 0.4959 -5.8714 0.073
H -4.3280 1.9617 -5.5803 0.083
H -2.3686 4.0733 -6.3552 0.116
H -0.3847 5.0263 -5.3091 0.111
H 1.5383 4.8348 -4.3540 0.115
H 1.6382 5.1976 -1.7024 0.063
H 0.3809 5.8304 -2.7371 0.075
H 0.0123 4.3979 -1.8318 0.045
H 2.4913 2.2121 -3.6598 0.070
H 2.9028 3.3830 -2.3376 0.015
H 3.3728 3.6827 -3.9800 0.072
C -2.9710 -2.8987 -2.8589 -0.081
O -3.8922 -2.2960 -3.7702 -0.202
P -5.4417 -2.4406 -3.4892 0.339
O -5.9197 -1.8457 -2.2407 -0.226
O -5.7529 -4.0001 -3.6424 -0.214
C -5.8246 -4.8109 -2.4648 -0.092
O -6.0334 -1.8283 -4.8131 -0.202
C -7.4370 -1.9870 -5.0421 -0.087
H -3.3463 -2.8647 -1.8341 0.069
H -2.7921 -3.9333 -3.1546 0.099
H -2.0327 -2.3538 -2.9111 0.064
H -6.3459 -4.2910 -1.6619 0.085
H -4.8230 -5.0892 -2.1355 0.079
H -6.3760 -5.7141 -2.7162 0.088
H -8.0098 -1.6607 -4.1735 0.090
H -7.6629 -3.0295 -5.2666 0.086
H -7.7044 -1.3748 -5.8987 0.089
C 2.2081 6.6971 -8.9218 -0.092
O 2.6758 7.5090 -7.8448 -0.200
P 1.6157 8.2757 -6.9604 0.338
O 0.6612 7.4321 -6.2398 -0.228
O 0.9383 9.3416 -7.9387 -0.214
C -0.3219 9.0276 -8.5414 -0.092
O 2.5662 9.1649 -6.0772 -0.197
C 1.9604 10.1898 -5.2827 -0.086
H 1.2554 6.2233 -8.6789 0.089
H 2.1015 7.3098 -9.8183 0.089
H 2.9490 5.9248 -9.1093 0.091
H -0.9850 8.5362 -7.8305 0.085
H -0.1759 8.3888 -9.4128 0.080
H -0.7787 9.9611 -8.8620 0.088
H 1.1434 9.7839 -4.6853 0.090
H 1.5906 10.9896 -5.9243 0.087
H 2.7233 10.5909 -4.6216 0.090
C 2.9054 -0.3956 9.1339 -0.094
O 2.8323 0.2948 7.8867 -0.202
P 2.4823 -0.5334 6.5862 0.338
O 1.1705 -1.1877 6.5843 -0.235
O 3.7123 -1.5285 6.3691 -0.211
C 3.5957 -2.8791 6.8310 -0.092
O 2.7126 0.5595 5.4824 -0.188
C 2.7060 0.1171 4.1149 -0.095
H 2.1803 -1.2099 9.1825 0.089
H 3.9140 -0.7879 9.2732 0.088
H 2.6919 0.3157 9.9273 0.089
H 2.6068 -3.2855 6.6255 0.074
H 3.8005 -2.9319 7.9004 0.080
H 4.3336 -3.4790 6.3031 0.091
H 1.8132 -0.4709 3.9174 0.068
H 3.5944 -0.4741 3.9085 0.092
H 2.7095 0.9939 3.4779 0.084
C 5.1068 -6.9359 10.0935 -0.094
O 4.1902 -6.2671 9.2274 -0.207
P 2.6403 -6.4480 9.4823 0.337
O 2.1472 -5.9649 10.7716 -0.224
O 2.3439 -7.9903 9.1915 -0.216
C 2.2683 -8.9015 10.2934 -0.092
O 2.0486 -5.7284 8.2091 -0.212
C 0.6457 -5.8829 7.9649 -0.081
H 4.7233 -6.9895 11.1138 0.090
H 5.2971 -7.9409 9.7140 0.089
H 6.0392 -6.3779 10.0949 0.090
H 1.7353 -8.4577 11.1333 0.086
H 3.2689 -9.2000 10.6071 0.080
H 1.7269 -9.7833 9.9587 0.088
H 0.0690 -5.6373 8.8570 0.092
H 0.4323 -6.9056 7.6537 0.086
H 0.3720 -5.2035 7.1624 0.089
```

Computed properties:
Charge   0
Structure (SMILES)   CCCC1=CC(=O)C(I)=C(COc2cc(C)ccc2C(C)C)C1=O.COP(=O)(OC)OC.COP(=O)(OC)OC.COP(=O)(OC)OC.COP(=O)(OC)OC
Electronic energy   -118307.29817 eV
HOMO-LUMO gap   7.3 eV


[2]
This record from the Open Molecules 2025 dataset describes 12 unconnected molecules or ions with the total composition C32H59N12O15 in a non-equilibrium geometry. The level of theory is the ωB97M-V functional and the def2-TZVPD basis.

Geometry as XYZ:
```
118
Properties=species:S:1:pos:R:3:lowdin_charge:R:1
C 2.4919 -2.2502 0.7090 0.041
C 1.4276 -1.1557 0.3787 -0.424
C 2.2157 -0.0684 -0.1330 -0.148
C 1.4352 1.0080 -0.9071 -0.181
C 0.8028 0.4465 -2.1344 -0.116
C -0.0211 -0.8489 -1.7521 -0.378
N 0.5253 -1.6727 -0.6481 0.081
O -0.1467 -2.7496 -0.4213 0.140
C -0.1209 -1.7935 -3.0785 0.016
C -1.4508 -0.4592 -1.4238 0.014
C 0.6650 -0.7169 1.6337 0.032
H 2.0187 -3.2597 0.8730 0.095
H 3.1579 -2.1710 1.4639 0.057
H 3.0764 -2.2818 -0.2398 0.094
H 3.0625 -0.3684 -0.5918 0.071
H 2.4487 0.6419 0.6817 0.144
H 2.1491 1.8069 -0.9965 0.086
H 0.7064 1.7314 -0.1932 0.160
H 1.4922 0.1185 -2.8953 0.088
H 0.3083 1.2028 -2.8140 0.127
H 0.7686 -2.2438 -3.3652 0.030
H -0.4025 -1.2253 -4.0374 0.116
H -0.8393 -2.5751 -2.9841 0.051
H -1.3371 0.2629 -0.6378 0.075
H -1.8887 -1.4901 -0.8253 0.145
H -1.9881 -0.2729 -2.3814 0.103
H 0.1617 0.2632 1.5308 0.098
H 1.0958 -0.4174 2.4243 0.001
H -0.0730 -1.3710 1.9480 0.071
N 5.7944 -0.4480 -2.0836 -0.038
C 5.1699 -1.1395 -3.0985 -0.091
C 4.0832 -0.2439 -3.7532 -0.047
C 4.2542 0.9842 -3.0218 -0.087
C 5.3367 0.7985 -1.9724 -0.113
H 6.5950 -0.8709 -1.5828 0.173
H 5.5733 -2.0691 -3.2874 0.061
H 3.3956 -0.5916 -4.5614 0.093
H 3.7943 1.8940 -3.1252 0.041
H 5.8546 1.4164 -1.3141 0.081
N 1.0156 -4.8366 -4.1364 0.044
C 2.3352 -4.4708 -3.7350 -0.046
C 2.4725 -4.5709 -2.2712 -0.031
C 1.1779 -5.0686 -1.7920 -0.053
C 0.3542 -5.3037 -3.0085 -0.082
H 0.7693 -4.8472 -5.0210 0.079
H 3.0143 -4.1260 -4.3694 0.048
H 3.0250 -4.1791 -1.6316 -0.021
H 0.8012 -5.3624 -0.8627 0.053
H -0.6856 -5.6512 -3.1698 0.114
N 0.5517 5.9186 3.3238 -0.038
C -0.6632 5.4687 2.7715 -0.109
C -0.4376 4.0375 2.3429 -0.108
C 0.9966 3.6709 2.6706 -0.101
C 1.5749 4.9486 3.1358 -0.137
H 0.6699 6.9457 3.6355 0.185
H -1.4050 6.2011 2.9036 0.075
H -1.4080 3.4640 1.9135 0.115
H 1.4740 2.6167 2.4968 0.096
H 2.6060 5.1518 3.2831 0.078
N 2.7393 2.4364 5.1335 -0.076
C 4.0750 2.7667 5.2690 -0.139
C 4.8443 1.8414 4.3912 -0.083
C 3.8970 0.7357 3.9275 -0.020
C 2.4873 1.2044 4.4832 -0.083
H 2.0753 3.1744 5.5391 0.164
H 4.1664 3.7960 5.7711 0.125
H 5.9658 1.8674 4.1943 0.091
H 3.9246 -0.0488 3.2412 0.022
H 1.5339 0.9208 4.4392 0.008
C -6.0356 1.3075 -1.8796 0.045
N -5.2273 1.8328 -3.0216 -0.488
O -5.7057 2.6936 -3.6716 0.110
O -4.2634 1.2064 -3.2421 0.070
H -7.0852 1.3368 -2.3026 0.125
H -5.9446 1.7746 -0.9125 0.087
H -5.7152 0.2589 -1.7294 0.089
C -5.5399 -0.4734 2.8742 0.097
N -5.2035 -0.9986 1.4614 -0.437
O -6.1033 -1.1879 0.7137 0.080
O -4.0206 -1.3210 1.2713 0.017
H -4.5715 -0.4733 3.3016 0.070
H -6.3290 -1.1176 3.0425 0.073
H -5.8985 0.5729 2.7283 0.117
C -1.0552 -4.3689 3.6668 0.088
N 0.1377 -4.4792 2.8277 -0.488
O 0.0631 -4.9821 1.8015 0.107
O 1.1527 -4.3113 3.4653 0.068
H -0.9266 -5.0668 4.3872 0.080
H -1.7804 -4.8009 2.9319 0.134
H -1.1313 -3.5023 4.0377 0.026
C -1.9589 2.7012 -4.3331 0.031
N -1.9544 1.8092 -5.5964 -0.392
O -1.2674 0.7735 -5.5374 0.025
O -2.5186 2.3564 -6.5251 0.087
H -1.2031 3.4990 -4.4990 0.108
H -1.6702 2.2343 -3.3296 0.086
H -2.9119 3.0410 -4.2962 0.021
C -1.6382 2.1054 5.1761 0.040
N -1.5613 1.1247 4.0883 -0.392
O -2.1405 1.3842 3.0198 0.024
O -0.9167 0.0729 4.2813 0.035
H -2.3448 3.0409 5.0006 0.155
H -0.7328 2.2823 5.4259 0.000
H -2.1660 1.5366 6.0688 0.153
C 1.1703 5.4705 -0.9760 0.112
N 0.7584 4.2019 -1.7608 -0.393
O -0.2805 3.6332 -1.3021 -0.002
O 1.5150 3.8928 -2.6109 0.102
H 1.7562 5.9302 -1.5326 0.002
H 1.6014 5.0722 -0.0222 0.119
H 0.2388 5.9414 -0.9181 0.085
C -3.5187 -4.0726 -0.9690 0.035
N -4.1025 -5.4494 -1.2480 -0.494
O -3.2668 -6.3044 -1.1520 0.058
O -5.2183 -5.5476 -1.5355 0.124
H -2.8169 -4.0921 -0.2301 0.025
H -4.3584 -3.3285 -0.7670 0.100
H -2.8506 -3.7311 -1.9228 0.139
```

Computed properties:
Energy above the lowest of the compared OMol25 structures with the same formula, charge and spin   0.0 kJ/mol
Charge   +1
Electronic energy   -82690.94921 eV
HOMO-LUMO gap   4.3 eV


| no. | molecular weight (g/mol) |
| --- | --- |
| 1 | 998.61 |
| 2 | 851.89 |